Record 1
The following is a quantum chemistry calculation of a molecular structure, C15H10F6N5O5OsS4 at a distorted geometry, from the OMol25 dataset.

Atoms and positions in Å:
1 Os -0.8949 0.3599 0.0754
2 F 1.5904 3.9750 0.1689
3 C 0.3252 3.8909 0.5633
4 F 0.2178 2.8963 1.4557
5 F -0.0428 5.0174 1.1384
6 S -0.7566 3.5804 -0.9185
7 O -0.5932 2.1477 -1.2421
8 O -0.3291 4.5306 -1.8692
9 N -2.2048 3.8267 -0.3341
10 S -3.0459 2.5338 -0.0823
11 O -2.2862 1.5852 0.8485
12 O -3.6070 1.8891 -1.2185
13 C -4.4725 3.2090 0.9050
14 F -5.1602 3.9782 0.0948
15 F -5.1968 2.1745 1.2974
16 F -4.0415 3.8876 1.9470
17 S -2.4200 -0.7560 -1.0210
18 C -2.5450 -2.3105 -0.2729
19 C -3.4961 -3.2471 -0.7120
20 C -3.5503 -4.4788 -0.1040
21 C -4.5179 -5.4436 -0.5365
22 N -5.2914 -6.2118 -0.8936
23 C -2.6468 -4.8089 0.9478
24 C -1.7188 -3.8940 1.3835
25 C -1.6792 -2.6258 0.7801
26 S -0.5514 -1.4134 1.2496
27 C -2.6970 -6.1072 1.5531
28 N -2.7299 -7.1487 2.0324
29 H -4.1721 -3.0040 -1.5198
30 H -1.0371 -4.1474 2.1835
31 N 1.1551 0.6114 0.0880
32 C 2.3090 0.7441 0.0300
33 N 3.5770 0.9228 0.0314
34 C 4.2515 1.6132 -1.0921
35 C 4.9834 0.5672 -1.9223
36 O 5.8565 -0.1927 -1.1167
37 C 5.1708 -0.9023 -0.1090
38 C 4.4766 0.0675 0.8361
39 H 4.9541 2.3206 -0.6508
40 H 3.5085 2.1591 -1.6709
41 H 5.5948 1.0591 -2.6771
42 H 4.2622 -0.0884 -2.4283
43 H 5.9092 -1.4942 0.4296
44 H 4.4350 -1.5833 -0.5591
45 H 5.2041 0.7390 1.2937
46 H 3.9035 -0.4281 1.6176

Net charge: +1
Orbital gap (spin up / spin down), eV: 6.203 / 6.231
Max |F|, eV Å⁻¹: 1.52



Record 2
The following is a quantum chemistry calculation of 3 unconnected molecules or ions with the total composition C31H46Br2O8S at a distorted geometry, from the OMol25 dataset.

Atoms and positions in Å:
1 C -1.2764 5.5764 -1.6695
2 C -1.5044 4.5746 -0.3513
3 O -2.7797 4.5716 0.1262
4 O -0.4138 3.7473 0.2246
5 C 0.5852 3.3779 -0.7782
6 C 1.6771 2.2509 -0.3554
7 C 1.1152 0.7461 -0.0316
8 O 0.0516 0.7634 1.0064
9 C 0.3894 1.4018 2.2471
10 C -0.9951 1.3660 3.1899
11 C -1.9233 2.7269 2.9126
12 O -0.5631 1.3305 4.6140
13 C 2.4656 -0.1171 0.4317
14 C 2.2341 -1.7175 0.6494
15 C 1.1675 -2.1281 1.8342
16 C 1.1002 -3.8002 1.7997
17 Br -0.1402 -4.3344 0.2688
18 O 3.6766 0.1659 -0.3332
19 S 3.6486 -0.2438 -1.9622
20 O 4.7414 -1.3857 -2.0777
21 O 2.2379 -1.0017 -2.4993
22 C 1.0963 -0.1114 -2.6941
23 C 1.3355 1.2408 -3.5630
24 C 1.4918 0.7459 -5.1535
25 O 2.0606 1.7761 -6.0324
26 C 0.2932 0.0333 -1.2876
27 C -1.2206 0.6231 -1.5356
28 C -2.4276 -0.4852 -1.1989
29 C -3.4762 0.2432 -0.1177
30 Br -4.4842 1.7730 -0.9615
31 H -1.2648 4.8335 -2.6022
32 H -0.2209 6.0927 -1.6602
33 H -2.1775 6.3112 -1.8320
34 H 1.1973 4.3733 -1.0258
35 H 0.0216 3.1091 -1.7781
36 H 2.2468 2.6674 0.6082
37 H 2.5077 2.2898 -1.2130
38 H 1.2017 0.8450 2.9224
39 H 0.7082 2.5241 2.2284
40 H -1.5751 0.3844 2.9293
41 H -1.2024 3.6491 2.9326
42 H -2.6972 2.7545 3.8213
43 H -2.5449 2.6389 1.9027
44 H -0.5506 2.3157 4.8694
45 H 2.7669 0.2689 1.5263
46 H 3.2872 -2.1586 0.9989
47 H 1.9314 -2.3301 -0.2972
48 H 0.0701 -1.7952 1.5016
49 H 1.4456 -1.7297 2.9026
50 H 0.5908 -4.2521 2.7580
51 H 2.1812 -4.2134 1.5862
52 H 0.3521 -0.7559 -3.3806
53 H 2.2852 1.8685 -3.3342
54 H 0.3422 1.8997 -3.5609
55 H 2.2460 -0.1605 -5.1094
56 H 0.4345 0.3523 -5.4616
57 H 3.0655 1.6359 -6.0663
58 H 0.0874 -1.0913 -0.9346
59 H -1.3515 0.8358 -2.7017
60 H -1.5019 1.5707 -0.9188
61 H -2.9931 -0.8421 -2.1692
62 H -2.0391 -1.4424 -0.6554
63 H -4.1514 -0.5340 0.4366
64 H -2.7870 0.7476 0.7167
65 C 5.3260 -1.4927 6.7724
66 C 3.9463 -1.3135 6.6776
67 C 3.3761 -0.9086 5.4711
68 C 4.1855 -0.6923 4.3555
69 C 5.5649 -0.8751 4.4493
70 C 6.1361 -1.2711 5.6584
71 H 5.7704 -1.8050 7.7138
72 H 3.3149 -1.4887 7.5451
73 H 2.3018 -0.7625 5.3994
74 H 3.7408 -0.3814 3.4138
75 H 6.1953 -0.7081 3.5794
76 H 7.2113 -1.4081 5.7326
77 C -5.5797 -2.5464 -2.7283
78 C -5.4720 -3.8619 -2.2780
79 C -5.6588 -4.9211 -3.1656
80 C -5.9439 -4.6645 -4.5070
81 C -6.0480 -3.3489 -4.9580
82 C -5.8703 -2.2897 -4.0684
83 H -5.4374 -1.7212 -2.0355
84 H -5.2430 -4.0617 -1.2342
85 H -5.5814 -5.9460 -2.8131
86 H -6.0847 -5.4898 -5.1999
87 H -6.2686 -3.1491 -6.0038
88 H -5.9569 -1.2651 -4.4189

Orbital gap, eV: 9.613
Max |F|, eV Å⁻¹: 9.21